C22H17N4O4RuS as an isolated structure. Source: the OMol25 dataset; level of theory: ωB97M-V/def2-TZVPD.

- Orbital gap (spin up / spin down): 8.27 / 6.07 eV
- Net charge: +1
- Energy above the lowest of the compared OMol25 structures with the same formula, charge and spin: 3.7 kcal/mol
- LUMO (spin up / spin down): -3.75 / -6.04 eV
- 2S+1: 5

Last column: Löwdin spin population.
CARTESIAN COORDINATES (ANGSTROEM)
Ru: 0.2719 -0.7974 1.1370  2.920
N: 1.5557 -2.5904 1.1074  0.103
C: 1.4273 -3.7573 0.2511  0.015
C: 2.5583 -4.5415 0.0770  0.004
C: 2.5099 -5.6671 -0.7255  0.012
C: 1.3243 -5.9971 -1.3615  0.001
C: 0.2017 -5.2118 -1.1808  0.009
C: 0.2196 -4.0794 -0.3606  0.006
C: -1.0031 -3.2637 -0.2070  0.055
C: -2.2554 -3.8384 -0.4278  -0.006
C: -3.4269 -3.0980 -0.3795  0.084
C: -3.3966 -1.7302 -0.1343  0.003
C: -2.1717 -1.1383 0.0972  0.102
C: -0.9934 -1.8953 0.1156  0.030
H: 2.5130 -2.2484 1.0522  0.006
H: 1.4215 -2.8551 2.1018  0.005
H: 3.4771 -4.2737 0.5850  0.000
H: 3.3937 -6.2761 -0.8542  0.001
H: 1.2735 -6.8626 -2.0074  0.000
H: -0.7019 -5.4688 -1.7143  0.000
H: -2.3267 -4.9010 -0.6101  -0.002
H: -4.3717 -3.5999 -0.5378  0.004
H: -4.3048 -1.1447 -0.1207  -0.001
H: -2.1423 -0.0743 0.3197  0.010
O: 0.5807 -0.1597 4.9065  0.026
S: 0.6592 -1.0090 3.7805  0.013
O: 1.5679 -0.3840 2.6507  0.190
O: 1.0344 -2.3870 3.9438  0.005
O: -0.6729 -0.9852 2.9286  0.254
N: -1.2561 9.5543 -0.7994  0.000
C: -0.9682 8.4436 -0.7767  0.000
C: -0.6071 7.0523 -0.7480  0.001
C: -0.2386 6.4692 0.4620  0.000
C: 0.1171 5.1311 0.4953  0.001
C: 0.0770 4.4052 -0.6846  0.001
C: -0.2893 4.9689 -1.8965  0.001
C: -0.6291 6.3102 -1.9262  0.000
N: 0.4289 3.0132 -0.6490  0.012
C: 1.3934 2.3891 -1.4157  0.005
C: 1.3933 1.0861 -1.0416  0.020
N: 0.4314 0.9118 -0.0661  0.082
C: -0.1224 2.0948 0.1506  0.025
H: -0.2201 7.0644 1.3637  0.000
H: 0.4362 4.6596 1.4151  0.000
H: -0.3185 4.3618 -2.7910  0.000
H: -0.9209 6.7841 -2.8525  0.000
H: 1.9834 2.9442 -2.1226  0.000
H: 1.9960 0.2709 -1.4022  0.003
H: -0.9086 2.3203 0.8531  0.002